DFT (wB97M-V/def2-TZVPD) results for an isolated ion of composition C4H11N2O and charge +1 at a distorted geometry.

As for the charge: +1. Its SMILES is CNC(=O)C[NH2+]C. Its max |F| is 6.071 eV/Å. As for the energy: -9345.839 eV. The energy above the lowest of the compared OMol25 structures with the same formula, charge and spin comes out at 69.6 kcal/mol. The orbital gap comes out at 10.0 eV.

Last column: natural (NBO) charge in e.
Element x y z (Å)
C  0.36  0.01  2.92  -0.400
N  -0.80  -0.26  2.09  -0.578
C  -0.75  -0.49  0.69  0.623
O  -1.88  -0.56  0.12  -0.630
C  0.37  -0.05  -0.25  -0.318
N  -0.35  0.08  -1.57  -0.547
C  0.53  0.37  -2.71  -0.466
H  0.31  -0.83  3.61  0.223
H  1.27  -0.03  2.25  0.192
H  0.29  0.93  3.35  0.213
H  -1.73  -0.37  2.64  0.443
H  0.77  0.98  0.03  0.265
H  1.25  -0.77  -0.51  0.265
H  -1.27  0.67  -1.72  0.495
H  -0.69  -0.99  -1.73  0.478
H  -0.10  0.75  -3.62  0.257
H  1.11  -0.58  -3.06  0.242
H  1.33  1.13  -2.53  0.245